[1]
62
Properties=species:S:1:pos:R:3 method="wB97M-V/def2-TZVPD" lumo_ha="0.06261 / 0.00046" energy_ev=-245795.3219 e_homo_ev="-5.44 / -6.52" charge=-1 s2=6.03 multiplicity=5
Co -0.213 -0.176 -0.190
S 4.394 -0.176 5.428
C 3.347 -0.311 4.181
S 3.827 -0.222 2.511
C 2.252 -0.432 1.792
C 1.194 -0.596 2.687
S -0.406 -0.861 2.257
S 1.639 -0.552 4.381
S 2.137 -0.471 0.102
C 1.073 -0.887 -3.314
P 0.053 0.410 -2.507
C 0.954 1.917 -3.016
C -1.390 0.408 -3.625
H 1.153 -0.686 -4.384
H 0.600 -1.859 -3.164
H 2.072 -0.918 -2.877
H 1.152 1.876 -4.089
H 1.899 1.983 -2.476
H 0.350 2.791 -2.780
H -1.056 0.559 -4.653
H -2.083 1.196 -3.339
H -1.891 -0.555 -3.532
F -2.672 -4.688 3.060
C -3.702 -3.913 2.700
C -3.770 -3.377 1.427
C -4.854 -2.560 1.142
F -4.952 -2.012 -0.072
C -5.853 -2.302 2.062
F -6.895 -1.530 1.755
C -5.764 -2.871 3.322
F -6.712 -2.648 4.226
C -4.685 -3.674 3.644
F -4.605 -4.217 4.862
Ge -2.393 -3.561 0.002
S -1.717 -1.722 -0.874
C -3.165 -4.479 -1.607
C -4.495 -4.781 -1.832
F -5.382 -4.697 -0.831
C -4.958 -5.211 -3.064
F -6.248 -5.509 -3.244
C -4.073 -5.342 -4.118
F -4.503 -5.747 -5.311
C -2.728 -5.076 -3.922
F -1.869 -5.217 -4.935
C -2.300 -4.667 -2.675
F -0.986 -4.458 -2.501
C -1.137 -4.973 0.628
C -1.651 -6.241 0.839
F -2.972 -6.444 0.718
C -0.852 -7.306 1.202
F -1.367 -8.521 1.413
C 0.509 -7.101 1.356
F 1.295 -8.118 1.703
C 1.054 -5.846 1.153
F 2.366 -5.667 1.308
C 0.224 -4.797 0.792
F 0.769 -3.598 0.588
F -0.771 1.653 0.544
B -1.689 2.718 0.001
F -1.728 2.508 -1.386
F -2.919 2.530 0.583
F -1.113 3.928 0.313

---

[2]
9
Properties=species:S:1:pos:R:3 method="wB97M-V/def2-TZVPD" lumo_ha=-0.01167 energy_ev=-7161.2615 e_homo_ev=-9.03 charge=0 smiles="C1=NN1.C=O" e_above_lowest_kcal_mol=120.3 multiplicity=1
C -1.203 0.337 0.598
N -1.741 0.217 -0.575
N -1.154 -0.983 0.150
H -1.296 1.025 1.369
H -0.167 -1.201 -0.157
C 1.394 0.123 -0.297
O 0.747 0.962 0.277
H 2.237 -0.447 0.074
H 1.182 -0.033 -1.438

---

[3]
16
Properties=species:S:1:pos:R:3 method="wB97M-V/def2-TZVPD" lumo_ha=-0.00125 energy_ev=-29030.9877 e_homo_ev=-8.59 charge=0 smiles="CC(=S)S[C@H]1C[C@H]1O" e_above_lowest_kcal_mol=39.1 multiplicity=1
C -2.796 -1.278 0.270
C -1.782 -0.214 -0.075
S -2.101 1.382 -0.155
S -0.186 -0.889 -0.318
C 0.794 0.558 -0.542
C 1.412 1.316 0.596
C 2.254 0.385 -0.294
O 2.823 -0.765 0.221
H -2.435 -2.226 -0.177
H -3.772 -1.047 -0.199
H -3.000 -1.199 1.352
H 0.557 1.232 -1.442
H 1.556 2.384 0.459
H 1.194 1.047 1.623
H 2.941 0.866 -1.018
H 2.542 -1.551 -0.301

---

[4]
17
Properties=species:S:1:pos:R:3 method="wB97M-V/def2-TZVPD" lumo_ha=0.14716 energy_ev=-17209.5374 e_homo_ev=-2.61 charge=-1 e_above_lowest_kcal_mol=15.2 multiplicity=1
C 3.245 -0.459 -0.860
C 1.822 -0.189 -0.304
S 1.001 1.237 -0.996
H 3.148 -0.974 -1.818
H 3.756 0.483 -1.069
H 3.886 -1.068 -0.215
H 1.990 -0.083 0.780
H 1.334 -1.165 -0.424
H -0.272 0.562 0.954
C -2.280 0.818 0.871
O -1.066 0.671 1.510
C -2.744 -0.396 0.079
H -2.992 1.042 1.676
H -2.370 1.738 0.272
H -3.272 -0.246 -0.864
H -1.813 -0.880 -0.229
H -3.374 -1.091 0.639

---

[5]
13
Properties=species:S:1:pos:R:3 method="wB97M-V/def2-TZVPD" lumo_ha=-0.20264 energy_ev=-7229.1140 e_homo_ev=-14.29 charge=+1 e_above_lowest_kcal_mol=152.8 multiplicity=1
C 1.940 0.061 0.030
C 0.916 1.120 -0.028
C -0.896 -0.553 0.359
C -1.171 -1.749 -0.386
N 2.558 -0.895 0.014
N -0.421 0.528 -0.539
H 0.739 1.622 0.990
H 1.301 1.885 -0.679
H -1.847 -0.283 0.704
H -0.411 -0.643 1.269
H -1.389 -2.555 0.272
H -1.116 1.251 -0.423
H -0.203 0.210 -1.583

---

[6]
152
Properties=species:S:1:pos:R:3 method="wB97M-V/def2-TZVPD" lumo_ha=-0.00848 energy_ev=-88918.0191 e_homo_ev=-9.17 charge=0 smiles="O=[N+]([O-])c1ccccc1.O=[N+]([O-])c1ccccc1.CC(C)=O.CC(C)=O.CC(C)=O.CC(C)=O.CC(C)=O.CC(C)=O.COCCOC.COCCOC.COCCOC.COCCOC" multiplicity=1
O 2.426 -1.325 -0.502
N 3.155 -1.573 -1.463
O 3.365 -2.620 -2.007
C 3.887 -0.421 -2.069
C 3.417 0.856 -1.940
C 4.106 1.863 -2.708
C 5.256 1.574 -3.378
C 5.699 0.231 -3.467
C 5.017 -0.772 -2.852
H 2.538 0.972 -1.291
H 3.739 2.837 -2.689
H 5.842 2.343 -3.936
H 6.597 0.043 -4.033
H 5.201 -1.836 -2.779
O -0.534 -6.598 2.072
N -0.181 -5.468 1.776
O 0.589 -4.831 2.411
C -0.514 -4.925 0.404
C -1.225 -5.653 -0.573
C -1.625 -4.947 -1.719
C -1.332 -3.660 -1.899
C -0.470 -2.997 -0.977
C -0.166 -3.628 0.208
H -1.478 -6.667 -0.326
H -2.033 -5.505 -2.533
H -1.508 -3.127 -2.826
H -0.240 -1.945 -1.185
H 0.284 -3.051 0.987
C -3.390 3.845 0.897
C -3.796 3.441 -0.489
C -3.413 4.434 -1.597
O -4.414 2.411 -0.737
H -3.944 4.707 1.295
H -2.332 4.056 0.885
H -3.577 3.019 1.621
H -3.903 4.175 -2.497
H -2.300 4.363 -1.645
H -3.540 5.449 -1.282
C 0.101 1.870 4.319
C -0.762 3.133 4.211
C -1.857 3.161 5.274
O -0.493 4.035 3.499
H 0.903 1.902 3.510
H -0.512 0.940 4.302
H 0.704 2.055 5.176
H -2.606 2.316 5.074
H -2.273 4.125 5.108
H -1.330 2.991 6.213
C 3.342 5.699 -1.417
C 4.709 6.270 -1.245
C 5.907 5.699 -2.034
O 5.049 7.188 -0.540
H 2.663 6.026 -0.595
H 3.370 4.616 -1.351
H 3.009 5.931 -2.422
H 6.584 6.557 -2.223
H 5.643 5.262 -2.990
H 6.519 5.078 -1.379
C 5.237 0.919 1.551
C 6.446 1.183 0.592
C 7.376 0.034 0.402
O 6.617 2.258 0.069
H 4.239 0.523 1.093
H 4.980 1.910 1.951
H 5.452 0.174 2.316
H 7.462 -0.582 1.296
H 8.327 0.388 0.095
H 7.084 -0.583 -0.422
C 1.778 -0.624 8.294
C 0.818 0.494 8.515
C 0.575 0.943 9.966
O 0.232 1.007 7.557
H 2.095 -0.560 7.311
H 1.279 -1.619 8.534
H 2.588 -0.443 8.986
H 1.532 1.122 10.385
H 0.175 0.152 10.639
H -0.054 1.795 10.023
C 1.120 -3.296 -4.744
C 0.581 -1.926 -4.348
C -0.653 -1.455 -5.212
O 1.000 -1.250 -3.454
H 1.129 -3.865 -3.828
H 2.174 -3.193 -5.198
H 0.471 -3.797 -5.451
H -0.184 -1.356 -6.141
H -1.073 -0.513 -4.778
H -1.401 -2.205 -5.216
C -4.903 -3.908 -3.205
O -4.215 -2.910 -3.948
C -5.222 -1.998 -4.421
C -4.553 -0.743 -5.000
O -3.727 -0.115 -4.042
C -4.232 1.152 -3.598
H -4.600 -4.804 -3.705
H -5.962 -3.787 -3.306
H -4.632 -3.875 -2.180
H -5.796 -1.550 -3.560
H -5.815 -2.412 -5.201
H -5.326 -0.066 -5.417
H -3.795 -0.988 -5.860
H -3.677 1.364 -2.740
H -5.306 1.155 -3.321
H -3.974 1.956 -4.347
C -1.489 -0.245 1.087
O -1.259 1.141 0.836
C -0.269 1.159 -0.171
C -0.111 2.517 -0.711
O 0.942 2.454 -1.730
C 0.481 2.135 -2.987
H -0.508 -0.684 1.241
H -1.993 -0.771 0.297
H -2.135 -0.442 1.963
H -0.607 0.508 -0.999
H 0.669 0.882 0.260
H 0.163 3.157 0.134
H -1.037 2.953 -1.144
H 0.148 3.038 -3.543
H -0.195 1.323 -2.909
H 1.340 1.776 -3.616
C 2.709 -0.382 3.978
O 3.817 -1.226 3.810
C 3.494 -2.477 3.381
C 4.767 -3.305 3.067
O 5.592 -2.696 2.142
C 5.217 -2.937 0.783
H 3.075 0.645 3.931
H 2.138 -0.478 4.916
H 2.009 -0.545 3.145
H 2.874 -2.364 2.536
H 2.912 -3.036 4.123
H 4.441 -4.267 2.706
H 5.252 -3.496 4.067
H 4.283 -2.500 0.615
H 5.016 -3.998 0.650
H 6.018 -2.600 0.078
C -9.699 -0.618 -1.435
O -8.588 -0.885 -0.545
C -7.461 -0.027 -0.787
C -6.328 -0.431 0.163
O -5.698 -1.604 -0.381
C -4.749 -2.101 0.507
H -9.932 0.462 -1.573
H -10.573 -1.063 -0.979
H -9.477 -1.055 -2.396
H -7.758 1.021 -0.634
H -7.099 -0.115 -1.856
H -6.691 -0.592 1.129
H -5.671 0.433 0.186
H -4.344 -2.965 -0.029
H -5.284 -2.315 1.423
H -3.941 -1.410 0.694